Entry 1:
The following is a quantum chemistry calculation of 11 unconnected molecules or ions with the total composition C24H74N16O11 in a non-equilibrium geometry, from OMol25.

Each line ends with the Löwdin charge.
Element x y z (Å)
C 1.84053 -3.79053 -2.03044  -0.1084
C 2.44736 -2.53102 -2.44419  -0.3507
O 1.71457 -2.00618 -3.54645  -0.1521
H 2.33946 -4.16330 -1.13589  0.0795
H 2.04427 -4.60185 -2.72928  0.0719
H 0.76898 -3.80372 -1.83117  0.0700
H 3.53401 -2.50487 -2.52547  0.1053
H 2.26361 -1.79658 -1.66001  0.0889
H 2.39421 -1.46195 -3.95082  0.0593
C -1.74162 -2.40375 4.95492  -0.7974
O -2.60179 -3.17789 4.66521  0.0626
N -0.53578 -2.41223 4.38751  0.1776
N -1.98288 -1.35072 5.69257  0.1606
H 0.25351 -1.95320 4.81925  0.0773
H -0.43085 -3.30930 3.93545  0.1222
H -2.88748 -1.08252 6.05295  0.1157
H -1.34740 -0.57414 5.80746  0.0783
C -4.92026 0.68126 -1.56740  -0.7808
O -5.33275 0.53791 -2.69433  0.0159
N -5.75478 0.90714 -0.53559  0.1586
N -3.66775 0.59363 -1.27366  0.1830
H -6.70211 1.24191 -0.63850  0.1040
H -5.27136 0.90362 0.35120  0.0579
H -2.97868 0.73292 -1.99884  0.0559
H -3.42442 0.50553 -0.29738  0.0758
C -3.80596 1.08267 2.77456  -0.8185
O -3.83387 1.69482 1.75637  0.0445
N -3.17839 -0.06657 2.90062  0.2012
N -4.49728 1.39544 3.81463  0.1720
H -2.69021 -0.39132 2.07824  0.0450
H -3.11836 -0.61111 3.74913  0.0744
H -5.06928 2.22136 3.71086  0.1200
H -4.55328 0.88892 4.68664  0.1071
C -0.82196 -0.85191 0.41558  -0.6705
O -1.87970 -1.35144 0.85591  -0.0328
N -0.66592 -0.66423 -0.85056  0.1853
N 0.26794 -0.58982 1.18186  0.1877
H -1.34282 -1.02460 -1.50785  0.0737
H 0.28771 -0.48640 -1.13178  0.1123
H 1.08736 -0.07927 0.88524  0.0513
H 0.17447 -0.79717 2.16591  0.0865
C -4.71501 -4.13930 -1.28999  -0.7035
O -5.13519 -4.14867 -2.44203  0.0193
N -4.65093 -5.10777 -0.36322  0.1302
N -4.03633 -3.10308 -0.76200  0.1562
H -4.41363 -4.87253 0.58990  0.0990
H -4.89752 -6.04462 -0.64889  0.1067
H -3.73356 -3.33054 0.17432  0.0818
H -3.73947 -2.29112 -1.28419  0.0915
C 3.63849 1.12101 -0.41447  -0.8035
O 2.93001 0.49449 0.33052  -0.0284
N 4.90537 0.71777 -0.73863  0.1219
N 3.43593 2.28697 -0.87676  0.1956
H 5.35208 1.16159 -1.52830  -0.0334
H 5.30088 0.06886 -0.07334  0.0811
H 4.16170 2.52825 -1.53641  0.0321
H 2.53201 2.72781 -0.78352  0.1077
C 4.30669 2.73631 4.57844  -0.0710
C 4.24436 2.39934 3.10749  -0.4374
C 5.51911 2.55769 2.26121  -0.1743
O 5.51214 3.57716 1.20964  -0.1995
C 6.81939 3.58365 0.59995  -0.1782
N 3.56046 1.13598 3.03370  0.0476
H 4.78001 3.71497 4.65783  0.0819
H 4.76404 1.91696 5.13307  0.0759
H 3.30627 2.69653 5.00934  0.0533
H 3.50417 3.07966 2.68630  0.1271
H 5.82587 1.56814 1.92239  0.1050
H 6.36189 2.79525 2.91037  0.1061
H 7.58435 3.97405 1.27116  0.0746
H 6.87825 4.29817 -0.22109  0.0586
H 7.06530 2.67212 0.05522  0.0534
H 2.66806 1.04940 3.49869  0.0336
H 3.24184 1.00885 2.08375  0.0172
C -1.00672 4.37223 3.19321  -0.0674
C -0.00497 3.16233 3.17945  -0.3837
C -0.26507 2.34675 4.48745  -0.2167
O 0.95572 1.74413 4.68124  -0.2395
C 1.13404 0.61420 5.54146  -0.0651
N -0.22809 2.50244 1.89978  0.0740
H -0.60905 5.00395 2.39893  0.0687
H -1.09814 4.95361 4.11066  0.0635
H -2.02823 4.16676 2.87325  0.0659
H 1.00916 3.55225 3.26674  0.1317
H -1.20067 1.79555 4.39302  0.1136
H -0.42836 3.05530 5.29949  0.1140
H 1.01622 -0.24750 4.88444  0.0631
H 0.43818 0.76748 6.36632  0.0904
H 2.15574 0.62032 5.92120  0.0893
H -1.12303 2.05885 1.75007  0.0585
H 0.49209 1.79431 1.89922  0.0331
C -0.73935 1.69597 -5.50308  -0.0313
C -0.45762 1.67759 -3.94579  -0.3758
C -0.15233 2.99251 -3.09376  -0.1830
O 1.07773 3.48531 -3.55403  -0.2428
C 1.46876 4.64341 -2.80191  -0.1331
N -1.37187 0.88615 -3.12460  0.0232
H 0.08692 2.07327 -6.10558  0.0698
H -1.57387 2.39408 -5.56889  0.0678
H -1.04346 0.72929 -5.90451  0.0531
H 0.44268 1.06313 -3.94226  0.1089
H 0.08939 2.60485 -2.10411  0.1083
H -0.94192 3.73432 -3.21351  0.1283
H 0.96023 5.50665 -3.23122  0.0771
H 2.54435 4.75412 -2.93958  0.0689
H 1.18961 4.61290 -1.74870  0.0734
H -1.03542 0.82442 -2.17429  0.0225
H -1.09989 0.02936 -3.58509  0.0502
C -1.65775 -2.42536 -5.61414  -0.0468
C -1.74882 -3.40146 -4.37615  -0.3786
C -0.80031 -4.60581 -4.40714  -0.2223
O -0.95579 -5.45039 -3.27108  -0.1761
C -0.28183 -6.71893 -3.53805  -0.0978
N -1.42670 -2.59243 -3.18470  0.0552
H -1.67091 -3.09197 -6.47643  0.0622
H -0.73648 -1.84418 -5.57423  0.0602
H -2.45736 -1.71004 -5.80668  0.0754
H -2.80601 -3.66247 -4.32795  0.1357
H 0.25390 -4.34868 -4.51016  0.1160
H -1.03505 -5.09503 -5.35248  0.1168
H 0.68716 -6.76788 -4.03479  0.0831
H -0.96116 -7.35316 -4.10758  0.0792
H -0.15588 -7.29262 -2.61983  0.0789
H -0.42563 -2.67264 -3.29212  0.0243
H -1.73222 -3.32006 -2.55437  0.0576

Forces on atoms 1 to 2 (eV/Å):
C 0.4 -2.4 0.6
C -1.0 1.8 1.3

Properties
* multiplicity: 2
* net charge: -1
* highest occupied orbital energy (alpha / beta): 0.06 / -6.51 eV
* ⟨S²⟩: 0.751
* M: 762.957 u
* E_tot: -2662.52533 Eh

=====

Entry 2:
The following is a quantum chemistry calculation of 12 unconnected molecules or ions with the total composition C24H74N2O12 in a non-equilibrium geometry, from OMol25.

Each line ends with the Löwdin charge.
Element x y z (Å)
C -6.03030 1.39543 -0.58808  -0.0496
C -4.80977 2.06973 -1.14548  -0.5291
C -3.90570 2.68646 -0.08682  -0.0286
O -4.11199 1.14278 -1.86903  -0.0527
H -6.60561 0.97403 -1.41243  0.0897
H -6.58616 2.23085 -0.16241  0.0856
H -5.93934 0.57605 0.12499  0.0779
H -5.15095 2.83510 -1.84253  0.1434
H -4.33514 3.35439 0.65989  0.0849
H -3.12240 3.19443 -0.64942  0.0661
H -3.39094 1.93547 0.51245  0.0652
H -3.25582 1.52224 -2.08020  0.0408
C 2.76646 1.84884 -1.98001  -0.0295
C 3.45724 2.07811 -3.36829  -0.4702
C 3.42786 3.54279 -3.84113  -0.0595
O 4.80857 1.72646 -3.24666  -0.0459
H 2.81835 0.78224 -1.76144  0.0521
H 1.75440 2.24941 -1.92195  0.0487
H 3.25601 2.39285 -1.17224  0.0820
H 3.06072 1.50822 -4.20859  0.1331
H 4.03087 3.68221 -4.73837  0.0784
H 3.77923 4.25761 -3.09702  0.0812
H 2.43645 3.91789 -4.09514  0.0584
H 5.07098 1.66025 -4.16772  0.0907
C -2.33821 -3.47944 -4.82746  -0.0483
C -1.47065 -2.37238 -4.30651  -0.4577
C -2.14483 -1.68825 -3.12592  -0.0666
O -0.25308 -2.92633 -3.72822  -0.0785
H -3.32694 -3.13678 -5.13261  0.0945
H -2.43808 -4.10399 -3.93973  0.0673
H -1.84767 -4.10897 -5.56987  0.0848
H -1.27047 -1.61552 -5.06491  0.1301
H -2.55831 -2.43823 -2.45164  0.0685
H -2.90480 -0.94302 -3.36083  0.0847
H -1.49848 -1.08318 -2.49014  0.0635
H 0.11775 -2.26397 -3.14054  0.0021
C 2.42935 0.79905 3.12170  -0.0242
C 1.98250 -0.28931 4.11381  -0.4371
C 1.91412 0.09260 5.55808  -0.1908
O 3.14258 0.52552 6.13744  -0.1806
C 4.33071 -0.27907 6.06510  -0.0873
N 0.69318 -0.72295 3.65632  0.0442
H 2.61281 0.33419 2.15301  0.0744
H 3.37258 1.24934 3.43101  0.0842
H 1.66678 1.56975 3.00949  0.0703
H 2.69407 -1.10755 4.00311  0.1287
H 1.51001 -0.73386 6.14269  0.1296
H 1.24539 0.94445 5.68151  0.1334
H 4.83374 -0.24961 5.09856  0.0762
H 4.10712 -1.32549 6.27272  0.0862
H 5.05650 0.12455 6.77109  0.0923
H 0.49782 -1.64919 4.00847  0.0871
H -0.06043 -0.20481 4.08492  0.0425
C 1.67470 -5.31686 2.29146  -0.0327
C 1.44249 -4.25988 1.21575  -0.3566
C -0.03156 -3.98270 0.82252  -0.1057
O -0.65837 -5.18947 0.39538  -0.0061
C -0.84509 -5.21554 -1.02510  0.0141
N 2.06102 -3.05038 1.76478  0.1750
H 1.32304 -6.33062 2.09981  0.0964
H 1.39588 -4.93637 3.27410  0.0888
H 2.75326 -5.38290 2.43450  0.0962
H 2.05950 -4.59498 0.38202  0.1514
H -0.08616 -3.18117 0.08586  0.1241
H -0.60212 -3.62820 1.68094  0.1572
H 0.14755 -5.18879 -1.47458  0.1231
H -1.54207 -4.43635 -1.33364  0.1065
H -1.29407 -6.17113 -1.29594  0.1131
H 1.62112 -2.23420 1.36422  0.0621
H 1.65679 -2.99334 2.68861  0.0692
C 0.36449 5.08502 -1.72527  -0.1012
O -0.27541 3.97981 -1.07286  -0.1414
H 1.00775 4.77637 -2.54931  0.0578
H -0.38986 5.74193 -2.15832  0.0885
H 0.97573 5.66244 -1.03168  0.0773
H 0.13269 3.91631 -0.20625  0.0233
C -0.82692 1.67442 -3.72013  -0.1084
O -1.69710 2.16603 -2.70614  -0.1400
H -1.31687 0.92742 -4.34469  0.0780
H -0.60426 2.48309 -4.41625  0.0837
H 0.11242 1.27730 -3.33537  0.0631
H -1.25427 2.78011 -2.11589  0.0293
C -2.42986 0.53729 3.67671  -0.1424
O -1.58833 0.71080 4.79011  -0.1496
H -2.81624 -0.46779 3.84591  0.0883
H -3.21030 1.29814 3.68690  0.0933
H -1.78668 0.58608 2.79806  0.0628
H -2.14441 0.65624 5.57075  0.0962
C 0.10058 0.77409 0.23697  -0.1116
O 0.24940 -0.56827 0.78562  -0.1694
H -0.65785 1.38606 0.72520  0.0746
H 1.06515 1.28029 0.27510  0.0626
H -0.11039 0.90312 -0.82460  0.0642
H 0.39489 -0.53891 1.73408  -0.0023
C 2.42385 -2.08843 -2.09020  -0.0841
O 1.21362 -1.29992 -2.19708  -0.1439
H 3.30506 -1.51088 -1.81088  0.0836
H 2.34575 -2.81618 -1.28250  0.0514
H 2.49574 -2.73299 -2.96626  0.0954
H 0.97188 -0.95836 -1.33308  0.0384
C -3.28175 -1.52815 0.53843  -0.1950
O -4.21636 -1.44071 -0.45792  -0.0952
H -3.17611 -2.55116 0.89953  0.0785
H -2.31524 -1.13216 0.22677  0.0606
H -3.49665 -0.90497 1.40652  0.0605
H -4.21162 -0.53709 -0.78205  0.0326
C 1.99893 4.51774 1.64009  -0.0799
O 0.72908 3.77726 1.55310  -0.1536
H 2.26267 4.77333 0.61382  0.0678
H 1.78954 5.42445 2.20765  0.0854
H 2.87916 4.06194 2.09345  0.0776
H 0.39409 3.53040 2.41823  0.0805

Forces on atoms 1 to 2 (eV/Å):
C -1.0 0.6 -0.3
C -0.8 0.3 1.3

Properties
* multiplicity: 2
* net charge: +1
* highest occupied orbital energy (alpha / beta): -11.72 / -11.72 eV
* ⟨S²⟩: 0.757
* M: 582.858 u
* E_tot: -1970.68615 Eh